# 1
Here is a 2-piece molecular cluster, C3H13N3O overall from the Open Molecules 2025 dataset. Energies are from ωB97M-V/def2-TZVPD.

```
20
C3H13N3O ωB97M-V/def2-TZVPD
C -0.8639 0.8141 0.9132
N 0.3864 1.1145 0.1764
C 1.6297 0.4771 0.7215
N 2.4666 -0.5294 -0.0736
C -1.9927 0.3822 -0.1140
N -2.2226 1.0907 -1.3619
H -1.0689 1.7855 1.6725
H -0.7543 -0.1402 1.5163
H 0.4331 2.0677 -0.2077
H 1.2032 -0.0859 1.4899
H 2.1826 1.3620 1.2217
H 3.2520 -0.5948 0.6594
H 2.9102 -0.0306 -0.8951
H -1.6922 -0.5940 -0.4189
H -3.0177 0.4675 0.4036
H -1.4463 0.9902 -2.0320
H -2.9879 0.8118 -1.9804
H 0.8904 -2.4905 -0.4282
H 0.0650 -3.6308 -0.3159
O 0.6274 -3.2669 -0.9468
```

Properties
ΔE to the lowest compared entry with this formula, charge and spin	47.8	kcal per mole
DFT total energy	-361.476031	hartree
charge	-1
expectation value of S²	0.751
HOMO energy (spin up / spin down)	1.15 / -4.92	eV
multiplicity	2

=====

# 2
Here is a 3-piece molecular cluster, C3H13N4 overall from the Open Molecules 2025 dataset. Energies are from ωB97M-V/def2-TZVPD.

```
20
C3H13N4 ωB97M-V/def2-TZVPD
C -1.6253 1.3862 0.1190
C 0.8551 1.8902 -0.1122
C -0.2407 0.9045 -0.0598
N -1.7887 -2.3368 0.0313
N 2.7736 -1.1292 0.0644
N 0.0050 -0.3487 -0.1617
N 3.5532 -0.2427 -0.2080
H -2.3378 0.5680 0.1564
H -1.6950 1.9619 1.0425
H -1.8971 2.0656 -0.6864
H 0.6314 2.6667 -0.8419
H 1.8116 1.4303 -0.3453
H 0.9380 2.3990 0.8502
H -1.9687 -2.5959 0.9952
H -1.3866 -3.1464 -0.4281
H 3.1391 -2.0415 0.4016
H -0.7487 -1.1043 -0.0904
H 0.9889 -0.6646 -0.2173
H -2.6833 -2.1527 -0.4079
H 4.5678 -0.4101 -0.0944
```

Properties
ΔE to the lowest compared entry with this formula, charge and spin	52.4	kcal per mole
DFT total energy	-340.859920	hartree
charge	+1
HOMO energy	-13.35	eV
multiplicity	1

=====

# 3
Here is a 2-piece molecular cluster, C3H13N4 overall from the Open Molecules 2025 dataset. Energies are from ωB97M-V/def2-TZVPD.

```
20
C3H13N4 ωB97M-V/def2-TZVPD
C 1.4453 -0.9863 -0.8324
N 1.0103 -0.6024 0.5166
C 1.5551 -1.0870 1.5921
N 1.2406 -0.7542 2.8272
H 1.7727 -0.1359 -1.4170
H 0.6375 -1.5182 -1.3229
H 2.2869 -1.6685 -0.7092
H 0.4497 0.2319 0.6473
H 2.3676 -1.7942 1.4687
H 0.5470 -0.0276 2.9526
H 1.7156 -1.1043 3.6393
N -2.6663 1.5213 -0.6458
C -1.3636 0.9635 -0.8485
N -0.8512 0.6983 -2.2102
H -2.8487 2.3141 -1.2601
H -3.4016 0.8755 -0.8926
H -0.6318 1.6147 -0.3490
H -1.3230 0.0011 -0.3307
H -1.5067 0.0619 -2.6517
H -1.0660 1.5603 -2.7147
```

Properties
ΔE to the lowest compared entry with this formula, charge and spin	37.2	kcal per mole
DFT total energy	-340.884127	hartree
charge	+1
HOMO energy	-12.56	eV
multiplicity	1

=====

# 4
Here is a 2-piece molecular cluster, C3H13N4P overall from the Open Molecules 2025 dataset. Energies are from ωB97M-V/def2-TZVPD.

```
21
C3H13N4P ωB97M-V/def2-TZVPD
C -0.7393 -2.7928 -0.5823
C 2.6141 0.7876 0.1025
C -1.9958 1.7856 -0.3865
N -0.6525 -1.8598 0.4786
N -0.3639 0.0819 2.1325
N 1.5239 1.1509 -0.8101
N -1.9079 0.4075 0.0026
P -0.4095 -0.3440 0.4783
H -0.1337 -3.6479 -0.3524
H -0.6167 -2.2588 -1.6488
H -1.8266 -3.0087 -0.7256
H 3.4400 1.3510 -0.2409
H 2.2672 0.9810 1.0766
H 2.8169 -0.2124 0.0611
H -1.2854 1.9715 -1.2817
H -3.1232 2.0420 -0.6448
H -1.7475 2.5053 0.5357
H 0.5224 -0.2272 2.6652
H -0.8534 0.9955 2.2462
H 1.6256 0.5909 -1.5778
H -2.4277 -0.1619 -0.6908
```

Properties
ΔE to the lowest compared entry with this formula, charge and spin	9.7	kcal per mole
DFT total energy	-682.291501	hartree
expectation value of S²	2.011
HOMO energy (spin up / spin down)	-6.75 / -8.34	eV
multiplicity	3

=====

# 5
Here is a 3-piece molecular cluster, C3H13NO2 overall from the Open Molecules 2025 dataset. Energies are from ωB97M-V/def2-TZVPD.

```
19
C3H13NO2 ωB97M-V/def2-TZVPD
C -0.6317 1.0862 1.8055
C 0.4656 0.2832 1.1610
C 0.0501 -0.9724 0.5690
N 1.1540 0.9684 -0.0144
H -1.1589 0.2759 2.4981
H -0.3835 2.1339 2.2185
H -1.2312 1.7192 1.1712
H 1.2378 0.0861 1.9390
H 0.9459 -1.6161 0.1673
H -0.4227 -1.6785 1.2386
H -0.7697 -0.9670 -0.3310
H 1.7964 1.6603 0.3633
H 0.5144 1.5870 -0.4934
H -1.9954 0.1643 -1.3102
H -0.9635 -0.6619 -2.0760
O -1.6832 -0.0923 -2.0426
H 1.3536 -1.7135 -2.8333
H 1.1147 -0.7924 -1.7579
O 0.6073 -1.4703 -2.2726
```

Properties
ΔE to the lowest compared entry with this formula, charge and spin	61.4	kcal per mole
DFT total energy	-327.196213	hartree
charge	-1
expectation value of S²	0.750
HOMO energy (spin up / spin down)	1.18 / -6.15	eV
multiplicity	2

=====

# 6
Here is a 3-piece molecular cluster, C3H13NO2 overall from the Open Molecules 2025 dataset. Energies are from ωB97M-V/def2-TZVPD.

```
19
C3H13NO2 ωB97M-V/def2-TZVPD
C -2.4748 0.1035 -1.6343
C -1.5183 1.0693 -0.9461
C -0.3436 0.3310 -0.2819
N 0.4822 1.1795 0.5949
H -3.1052 -0.4412 -0.9220
H -1.9171 -0.5868 -2.2751
H -3.1557 0.6149 -2.3180
H -1.0984 1.7519 -1.6988
H -2.0215 1.7059 -0.2116
H 0.2833 -0.0560 -1.0882
H -0.8025 -0.4671 0.3095
H 0.0072 2.0556 0.7688
H 1.3285 1.4561 0.1067
O 1.7448 -2.2717 1.0543
H 0.8848 -2.1013 0.6586
H 1.6135 -3.0251 1.6383
O 3.7117 -0.3533 2.2749
H 3.0574 0.2546 1.9020
H 3.3236 -1.2198 2.0680
```

Properties
ΔE to the lowest compared entry with this formula, charge and spin	13.7	kcal per mole
SMILES string	CCCN.O.O
DFT total energy	-327.320025	hartree
HOMO energy	-9.64	eV
multiplicity	1